[1]
The following is a DFT calculation (ωB97M-V/def2-TZVPD) of an isolated molecule of C2H2N2OS.

Calculated values
HOMO level ... -8.729 eV
SMILES ... S=c1[nH]nco1
ΔE to the lowest compared entry with this formula, charge and spin ... 1.276 eV
Strongest force on any atom ... 6.59 eV/Å

```
8
C2H2N2OS, DFT ωB97M-V/def2-TZVPD
S -2.01 -0.01 0.05
C -0.33 0.10 -0.13
N 0.66 1.07 -0.05
N 1.85 0.57 0.11
C 1.70 -0.65 -0.02
O 0.41 -1.08 -0.06
H 0.63 2.07 -0.08
H 2.43 -1.52 0.24
```



[2]
The following is a DFT calculation (ωB97M-V/def2-TZVPD) of an isolated molecule of C8H12.

Calculated values
HOMO level ... -7.220 eV
ΔE to the lowest compared entry with this formula, charge and spin ... 5.351 eV
Strongest force on any atom ... 2.46 eV/Å

```
20
C8H12, DFT ωB97M-V/def2-TZVPD
C -1.96 1.65 -0.86
C -1.50 0.18 -0.69
C -2.14 -0.51 0.39
C 0.74 -0.82 -0.23
C -0.35 -0.11 0.30
C -0.08 0.55 1.65
C 3.20 -1.05 -0.43
C 2.08 -0.36 -0.12
H -2.49 1.92 0.05
H -1.00 2.19 -0.92
H -2.58 1.79 -1.73
H -1.22 -0.22 -1.66
H -2.45 -1.56 0.37
H 0.56 -1.74 -0.78
H -0.06 -0.27 2.37
H 0.88 1.08 1.69
H -0.91 1.18 1.95
H 4.16 -0.57 -0.31
H 3.16 -1.93 -1.05
H 2.14 0.67 0.22
```



[3]
The following is a DFT calculation (ωB97M-V/def2-TZVPD) of a structure of composition C32H42Br2F6NOSi2Ta.

Calculated values
HOMO level ... -14.245 eV
Total charge ... +2
Strongest force on any atom ... 0.71 eV/Å

```
87
C32H42Br2F6NOSi2Ta, DFT ωB97M-V/def2-TZVPD
Ta 0.47 0.08 0.47
Br 0.54 1.11 2.92
C 0.08 3.06 2.82
Br 1.23 4.02 1.67
H 0.22 3.36 3.85
H -0.95 3.08 2.49
C -1.67 0.18 -3.64
C -1.47 -0.75 -2.45
C -1.42 -2.20 -2.95
C -2.52 -0.54 -1.36
C -3.79 -0.15 -1.74
C -4.81 -0.03 -0.81
C -4.56 -0.29 0.52
C -3.29 -0.66 0.98
C -3.23 -0.84 2.50
C -3.24 0.53 3.18
C -2.16 -1.73 3.14
C -2.28 -0.78 0.01
N -0.95 -1.25 0.39
C -0.82 -2.65 0.58
C -1.73 -3.63 0.23
C -1.46 -4.94 0.60
C -0.32 -5.28 1.31
C 0.60 -4.30 1.69
C 0.30 -3.03 1.29
F 1.11 -1.94 1.63
H -0.78 0.17 -4.27
H -1.86 1.21 -3.34
H -2.50 -0.15 -4.26
H -0.48 -0.53 -2.03
H -2.40 -2.50 -3.32
H -1.11 -2.90 -2.18
H -0.71 -2.28 -3.77
H -4.01 0.04 -2.79
H -5.80 0.26 -1.13
H -5.36 -0.20 1.24
H -4.18 -1.31 2.75
H -2.33 1.08 2.97
H -3.32 0.41 4.27
H -4.08 1.14 2.84
H -1.15 -1.33 3.02
H -2.18 -2.75 2.76
H -2.36 -1.78 4.21
H -2.64 -3.37 -0.30
H -2.17 -5.72 0.32
H -0.14 -6.31 1.59
H 1.49 -4.52 2.26
C 4.20 1.53 1.87
Si 3.77 -0.23 1.44
C 3.27 -1.10 3.02
C 5.24 -1.21 0.86
C 2.42 -0.25 -0.06
Si 3.13 0.62 -1.67
C 2.03 0.05 -3.06
C 4.86 0.07 -2.09
C 3.09 2.48 -1.49
H 3.50 1.97 2.57
H 4.29 2.20 1.01
H 5.18 1.51 2.36
H 4.04 -0.81 3.74
H 3.33 -2.18 2.90
H 2.31 -0.88 3.49
H 5.81 -1.47 1.76
H 5.91 -0.67 0.19
H 4.95 -2.14 0.37
H 2.43 -1.34 -0.30
H 2.02 -1.04 -3.14
H 2.43 0.43 -4.00
H 1.01 0.41 -2.99
H 5.00 -1.00 -2.03
H 5.62 0.57 -1.49
H 5.02 0.37 -3.13
H 2.17 2.86 -1.05
H 3.18 2.91 -2.49
H 3.94 2.85 -0.91
F -3.09 5.84 -2.17
C -2.39 4.80 -1.76
C -1.29 4.37 -2.48
F -0.93 5.00 -3.59
C -0.55 3.28 -2.04
F 0.48 2.86 -2.76
C -0.92 2.61 -0.88
O -0.24 1.52 -0.43
C -2.04 3.04 -0.18
F -2.38 2.39 0.94
C -2.77 4.13 -0.60
F -3.83 4.52 0.09
```



Repeat the first record exactly.
The following is a DFT calculation (ωB97M-V/def2-TZVPD) of an isolated molecule of C2H2N2OS.

Calculated values
HOMO level ... -8.729 eV
SMILES ... S=c1[nH]nco1
ΔE to the lowest compared entry with this formula, charge and spin ... 1.276 eV
Strongest force on any atom ... 6.59 eV/Å

```
8
C2H2N2OS, DFT ωB97M-V/def2-TZVPD
S -2.01 -0.01 0.05
C -0.33 0.10 -0.13
N 0.66 1.07 -0.05
N 1.85 0.57 0.11
C 1.70 -0.65 -0.02
O 0.41 -1.08 -0.06
H 0.63 2.07 -0.08
H 2.43 -1.52 0.24
```